{
  "formula": "BH24NO8",
  "method": "the ωB97M-V functional and the def2-TZVPD basis",
  "symbols": ["N", "H", "H", "H", "H", "B", "H", "H", "H", "H", "O", "H", "H", "O", "H", "H", "O", "H", "H", "O", "H", "H", "O", "H", "H", "O", "H", "H", "O", "H", "H", "O", "H", "H"],
  "positions_angstrom": [[1.316, 3.651, 1.355], [2.156, 3.459, 0.923], [0.535, 3.217, 0.865], [1.270, 4.653, 1.230], [1.544, 3.278, 2.270], [0.213, -0.634, 0.388], [0.347, 0.650, 0.255], [0.651, -0.818, 1.581], [-1.001, -0.846, 0.365], [0.815, -1.066, -0.488], [4.112, -2.129, 0.004], [3.299, -1.869, -0.339], [4.470, -2.502, -0.792], [-1.645, 1.307, -2.088], [-1.066, 0.813, -1.538], [-1.382, 0.966, -2.839], [-0.508, 1.643, 2.830], [-1.371, 1.264, 3.258], [-0.582, 1.054, 2.047], [-3.740, -2.231, 0.735], [-4.654, -2.445, 0.708], [-3.508, -1.405, 0.478], [-1.290, -2.789, -2.702], [-0.765, -2.408, -2.061], [-0.815, -3.115, -3.394], [0.162, -4.007, 1.178], [-0.046, -3.038, 0.882], [-0.502, -4.393, 0.941], [2.626, 0.532, -2.202], [3.299, 1.168, -1.766], [1.897, 0.170, -1.815], [-1.887, 3.006, 0.028], [-1.668, 2.602, -0.777], [-2.267, 2.252, 0.493]],
  "lowdin_charge": [0.3564, 0.1096, 0.1143, 0.1573, 0.1542, -0.4113, -0.0481, 0.0024, -0.0332, -0.0859, -0.0232, -0.0260, 0.0278, 0.0305, -0.0031, -0.0279, -0.1408, 0.1064, -0.0411, 0.0001, 0.0225, -0.0432, 0.0219, -0.0263, -0.0160, 0.0212, 0.0550, -0.1467, -0.0664, 0.0946, -0.0819, -0.0457, -0.0482, 0.0411],
  "energy_ev": -18930.515,
  "relative_energy_ev": 0.817
}


{
  "formula": "C5H8N",
  "method": "the ωB97M-V functional and the def2-TZVPD basis",
  "symbols": ["C", "C", "C", "C", "C", "N", "H", "H", "H", "H", "H", "H", "H", "H"],
  "positions_angstrom": [[0.660, 0.156, 0.069], [-0.331, -0.693, 0.726], [1.584, 0.192, -1.069], [0.660, 1.462, -0.683], [-2.107, -1.190, 0.457], [0.837, -0.401, 1.522], [2.624, 0.234, -0.810], [1.395, -0.218, -1.971], [-0.145, 1.627, -1.403], [1.182, 2.348, -0.445], [-2.599, -0.511, 1.063], [-2.357, -0.978, -0.671], [-2.213, -2.188, 0.865], [0.810, 0.160, 2.350]],
  "lowdin_charge": [-0.3417, 0.1821, 0.0075, 0.0296, 0.1289, 0.2329, 0.1209, 0.0737, 0.1152, 0.0980, 0.0273, 0.1265, 0.0659, 0.1331],
  "energy_ev": -6791.961,
  "smiles": "CC1=[NH+]C12CC2",
  "total_charge": 1,
  "relative_energy_ev": 6.127
}


{
  "formula": "C2H11N2O",
  "method": "the ωB97M-V functional and the def2-TZVPD basis",
  "symbols": ["C", "N", "C", "N", "H", "H", "H", "H", "H", "H", "H", "H", "H", "H", "H", "O"],
  "positions_angstrom": [[1.367, 0.602, -0.498], [1.958, 0.215, 0.789], [0.423, -0.514, -0.931], [-0.445, -0.760, 0.293], [0.764, 1.482, -0.295], [2.126, 0.793, -1.252], [1.970, 0.978, 1.454], [2.938, -0.020, 0.686], [-0.160, -0.241, -1.780], [0.958, -1.441, -1.129], [-0.845, -1.695, 0.318], [-1.249, -0.127, 0.220], [0.284, -0.724, 1.041], [-3.373, 0.925, 0.995], [-3.745, 0.159, -0.226], [-2.970, 0.368, 0.315]],
  "lowdin_charge": [-0.2262, -0.0060, -0.1238, 0.1584, 0.1221, 0.1279, 0.0918, 0.0945, 0.1205, 0.1316, 0.1628, 0.0923, 0.1380, 0.0784, 0.0780, -0.0401],
  "energy_ev": -7274.124,
  "total_charge": 1,
  "relative_energy_ev": 0.152
}


{
  "formula": "C14H22N2O6",
  "method": "the ωB97M-V functional and the def2-TZVPD basis",
  "symbols": ["C", "C", "C", "C", "N", "H", "H", "H", "H", "H", "H", "H", "C", "C", "C", "C", "N", "H", "H", "H", "H", "H", "H", "H", "C", "C", "O", "C", "O", "O", "H", "H", "H", "H", "C", "C", "O", "C", "O", "O", "H", "H", "H", "H"],
  "positions_angstrom": [[-0.679, 5.543, 7.572], [0.262, 4.544, 8.393], [0.095, 3.079, 8.086], [-1.207, 2.688, 7.557], [-2.298, 2.350, 7.187], [-1.718, 5.716, 7.852], [-0.620, 5.202, 6.538], [-0.249, 6.541, 7.492], [-0.163, 4.731, 9.380], [1.268, 4.933, 8.234], [0.257, 2.448, 8.960], [0.831, 2.730, 7.362], [-4.030, 3.671, 10.374], [-5.113, 2.980, 11.312], [-5.111, 3.460, 12.722], [-5.249, 4.904, 13.077], [-5.351, 6.050, 13.319], [-4.227, 4.706, 10.097], [-3.994, 3.103, 9.444], [-3.093, 3.702, 10.931], [-5.114, 1.890, 11.305], [-6.040, 3.194, 10.780], [-4.131, 3.194, 13.118], [-5.794, 2.950, 13.402], [-6.397, 3.875, 6.970], [-7.580, 3.606, 7.845], [-8.677, 3.249, 7.046], [-8.265, 3.411, 5.702], [-9.005, 3.264, 4.762], [-6.993, 3.925, 5.706], [-5.729, 3.013, 6.998], [-5.786, 4.759, 7.153], [-7.828, 4.488, 8.435], [-7.240, 2.798, 8.493], [-4.670, 8.584, 15.720], [-5.500, 7.827, 16.826], [-5.705, 8.799, 17.803], [-5.357, 10.025, 17.326], [-5.387, 11.050, 18.022], [-4.793, 9.912, 16.213], [-5.005, 8.477, 14.689], [-3.600, 8.381, 15.673], [-4.915, 7.029, 17.284], [-6.456, 7.401, 16.521]],
  "lowdin_charge": [-0.1014, -0.2209, -0.2092, -0.2121, 0.1344, 0.0644, 0.0652, 0.0626, 0.0979, 0.1083, 0.1189, 0.1216, -0.0819, -0.2432, -0.2095, -0.1814, 0.1386, 0.0687, 0.0454, 0.0642, 0.1135, 0.0888, 0.1166, 0.1188, -0.1526, -0.1757, 0.0540, -0.4628, 0.1578, 0.0541, 0.1233, 0.1364, 0.1326, 0.1200, -0.0673, -0.1204, 0.0528, -0.6017, 0.1033, 0.0976, 0.1034, 0.1272, 0.1240, 0.1256],
  "energy_ev": -30137.719,
  "smiles": "O=C1OCCO1.O=C1OCCO1.CCCC#N.CCCC#N",
  "relative_energy_ev": 1.452
}


{
  "formula": "C4H8N",
  "method": "the ωB97M-V functional and the def2-TZVPD basis",
  "symbols": ["C", "C", "C", "C", "N", "H", "H", "H", "H", "H", "H", "H", "H"],
  "positions_angstrom": [[0.305, -0.512, 1.356], [-0.127, -0.480, -0.083], [-0.375, -1.507, -0.873], [0.310, 1.885, -0.491], [-0.373, 0.835, -0.705], [-0.455, -1.021, 1.940], [0.399, 0.482, 1.789], [1.216, -1.095, 1.439], [-0.563, -1.556, -1.933], [-0.262, -2.494, -0.445], [0.197, 2.725, -1.162], [1.007, 1.908, 0.334], [-1.279, 0.828, -1.167]],
  "lowdin_charge": [-0.0139, -0.3108, 0.1227, 0.2021, 0.0910, 0.1003, 0.0781, 0.1010, 0.0909, 0.0970, 0.1306, 0.1231, 0.1881],
  "energy_ev": -5759.362,
  "smiles": "C=[NH+]C(=C)C",
  "total_charge": 1,
  "relative_energy_ev": 0.502
}


{
  "formula": "C30H42AsCrFN5O4Si3",
  "method": "the ωB97M-V functional and the def2-TZVPD basis",
  "symbols": ["Cr", "C", "C", "C", "C", "N", "C", "C", "C", "C", "C", "C", "N", "C", "C", "C", "C", "C", "N", "H", "H", "H", "H", "H", "H", "H", "H", "H", "H", "H", "C", "Si", "C", "C", "As", "Si", "C", "C", "C", "Si", "C", "C", "C", "H", "H", "H", "H", "H", "H", "H", "H", "H", "H", "H", "H", "H", "H", "H", "H", "H", "H", "H", "H", "H", "H", "H", "H", "H", "H", "H", "F", "C", "C", "N", "C", "C", "O", "O", "C", "O", "N", "C", "O", "H", "H", "H", "H"],
  "positions_angstrom": [[0.282, -0.329, 1.144], [-2.209, -3.477, -0.590], [-2.671, -4.129, 0.536], [-2.208, -3.725, 1.780], [-1.308, -2.684, 1.855], [-0.860, -2.038, 0.752], [-1.310, -2.436, -0.434], [-0.731, -2.197, 3.122], [-1.003, -2.692, 4.386], [-0.340, -2.133, 5.468], [0.561, -1.095, 5.280], [0.768, -0.629, 3.994], [0.136, -1.191, 2.957], [1.613, 0.519, 3.614], [2.352, 1.246, 4.523], [3.038, 2.373, 4.090], [2.951, 2.736, 2.761], [2.208, 1.944, 1.903], [1.565, 0.847, 2.300], [-2.530, -3.760, -1.583], [-3.380, -4.940, 0.454], [-2.554, -4.215, 2.677], [-0.936, -1.896, -1.288], [-1.709, -3.494, 4.530], [-0.531, -2.504, 6.466], [1.070, -0.653, 6.123], [2.384, 0.953, 5.561], [3.615, 2.962, 4.789], [3.447, 3.617, 2.380], [2.109, 2.201, 0.864], [1.763, 3.500, -1.190], [2.637, 1.906, -1.685], [3.239, 2.105, -3.433], [4.134, 1.499, -0.620], [1.016, 0.155, -1.230], [2.309, -1.802, -1.799], [3.568, -1.403, -3.111], [3.096, -2.235, -0.148], [1.282, -3.243, -2.395], [-0.676, 0.667, -2.902], [-1.924, -0.704, -3.105], [-1.508, 2.199, -2.254], [0.194, 0.944, -4.527], [2.445, 4.172, -0.665], [0.881, 3.353, -0.565], [1.438, 4.024, -2.090], [4.052, 2.834, -3.343], [2.499, 2.525, -4.107], [3.658, 1.208, -3.879], [4.582, 2.421, -0.244], [4.891, 1.005, -1.230], [3.927, 0.856, 0.235], [4.386, -0.785, -2.746], [3.118, -0.914, -3.973], [3.994, -2.345, -3.461], [3.923, -1.570, 0.099], [3.483, -3.256, -0.159], [2.368, -2.187, 0.675], [0.599, -2.983, -3.205], [0.721, -3.733, -1.602], [1.986, -3.977, -2.795], [-2.491, -0.891, -2.195], [-1.491, -1.639, -3.462], [-2.635, -0.362, -3.862], [-1.831, 2.059, -1.220], [-2.385, 2.418, -2.867], [-0.852, 3.068, -2.294], [1.077, 0.321, -4.666], [0.486, 1.986, -4.642], [-0.503, 0.710, -5.334], [-5.287, 2.878, -1.838], [-4.923, 1.948, -0.964], [-4.327, 2.264, 0.187], [-3.927, 1.295, 1.092], [-3.191, 1.643, 2.284], [-1.710, 1.297, 2.274], [-1.048, 1.558, 3.253], [-1.244, 0.763, 1.166], [-4.158, -0.041, 0.872], [-3.803, -0.905, 1.655], [-4.816, -0.325, -0.299], [-5.173, 0.554, -1.331], [-5.614, 0.153, -2.374], [-4.134, 3.293, 0.456], [-3.619, 1.126, 3.143], [-3.274, 2.714, 2.466], [-5.029, -1.300, -0.462]],
  "mulliken_spin": [3.0571, 0.0009, 0.0038, 0.0015, 0.0084, -0.1303, 0.0090, 0.0548, -0.0053, 0.0096, -0.0057, 0.0384, -0.0253, 0.0184, -0.0052, 0.0071, -0.0024, 0.0512, -0.0751, 0.0001, -0.0002, -0.0001, -0.0113, 0.0002, 0.0001, 0.0001, -0.0005, 0.0002, 0.0004, -0.0407, 0.0026, 0.0126, -0.0022, 0.0025, -0.0198, -0.0044, -0.0027, 0.0008, 0.0005, 0.0122, 0.0035, 0.0002, -0.0013, 0.0008, -0.0009, 0.0001, 0.0002, -0.0001, -0.0001, 0.0001, -0.0003, 0.0020, 0.0000, 0.0005, -0.0006, -0.0005, 0.0002, -0.0008, -0.0003, -0.0007, 0.0003, -0.0016, 0.0003, 0.0003, 0.0004, 0.0006, -0.0005, 0.0002, 0.0002, -0.0002, 0.0000, 0.0009, -0.0022, 0.0036, -0.0055, 0.0370, 0.0105, -0.0060, -0.0010, 0.0006, -0.0002, -0.0001, 0.0000, -0.0003, -0.0008, -0.0001, 0.0001],
  "spin_multiplicity": 4,
  "energy_ev": -163036.763,
  "total_charge": 2,
  "relative_energy_ev": 1.432
}


{
  "formula": "C6H8N2O",
  "method": "the ωB97M-V functional and the def2-TZVPD basis",
  "symbols": ["C", "C", "C", "C", "C", "C", "N", "N", "O", "H", "H", "H", "H", "H", "H", "H", "H"],
  "positions_angstrom": [[-0.390, 2.280, -0.217], [-0.823, 1.126, -0.719], [0.779, -0.088, 0.069], [0.163, -1.400, -0.076], [-2.000, 0.561, -1.309], [1.838, 0.511, 0.841], [0.242, 3.237, 0.165], [0.258, -2.248, 1.094], [-0.478, -1.806, -1.040], [-3.007, 0.793, -1.026], [-1.939, 0.689, -2.360], [-1.758, -0.558, -1.288], [1.676, 0.459, 1.879], [1.983, 1.547, 0.532], [2.778, -0.064, 0.573], [0.549, -1.841, 1.946], [0.129, -3.197, 0.936]],
  "lowdin_charge": [-0.2785, -0.0477, 0.0507, -0.5025, -0.0846, -0.0944, 0.1446, 0.1550, 0.0117, 0.0860, 0.0807, 0.0821, 0.0709, 0.0653, 0.1217, 0.0708, 0.0681],
  "energy_ev": -11373.681,
  "relative_energy_ev": 5.666
}


{
  "formula": "C4H9N2O5P",
  "method": "the ωB97M-V functional and the def2-TZVPD basis",
  "symbols": ["C", "C", "C", "C", "N", "N", "O", "O", "O", "O", "O", "P", "H", "H", "H", "H", "H", "H", "H", "H", "H"],
  "positions_angstrom": [[1.169, -0.669, 0.958], [1.316, 0.716, -1.932], [-1.318, -2.225, 0.665], [1.559, 1.230, -0.481], [-1.024, -1.157, 1.608], [-0.097, -0.301, 0.970], [-2.700, 1.146, 1.197], [-0.843, 2.881, 0.855], [1.750, -1.713, 1.349], [-1.503, 1.266, -1.070], [2.048, 0.170, 0.292], [-1.516, 1.603, 0.391], [0.991, -0.257, -2.119], [0.788, 1.436, -2.487], [2.213, 0.675, -2.479], [-1.618, -1.844, -0.378], [-0.362, -2.887, 0.722], [-2.149, -3.007, 0.831], [0.577, 1.361, -0.139], [2.459, 1.987, -0.428], [-1.740, -0.412, 1.676]],
  "lowdin_charge": [-0.6269, -0.0864, -0.1882, -0.2415, -0.1466, -0.0495, -0.4148, -0.4206, -0.0766, -0.3948, -0.0863, 0.2392, 0.0528, 0.0416, 0.0240, 0.0774, 0.0754, 0.0513, -0.0083, 0.1474, 0.0314],
  "energy_ev": -26800.640,
  "total_charge": -2,
  "relative_energy_ev": 0.000
}